(1)
# C38H49BaN3O7P4SSe2

C38H49BaN3O7P4SSe2 as an isolated structure in a non-equilibrium geometry (ωB97M-V/def2-TZVPD, OMol25).

Structure (XYZ):
```
105
Properties=species:S:1:pos:R:3:forces:R:3
Ba 14.1149 12.8036 13.7504 0.123 -0.437 0.105
Se 13.3288 15.3189 16.2342 0.291 0.211 -0.108
Se 11.0817 12.5171 15.5714 0.177 -0.380 -0.338
S 12.6208 9.6181 14.6757 0.080 0.256 1.162
P 16.2174 12.4275 17.0179 -0.655 0.144 0.033
P 12.2581 13.4712 10.6330 -0.257 -0.708 0.510
P 13.8232 10.9132 10.2353 0.087 2.058 1.148
P 11.8854 13.9296 16.9249 -0.798 0.214 1.806
O 14.2675 11.0638 11.6821 -0.709 0.016 -0.010
O 13.0141 9.7751 9.8168 -0.298 -1.376 -0.328
O 15.1975 11.1314 9.4149 -0.681 -0.518 -0.507
O 13.0346 12.2975 9.7587 -0.152 0.366 1.108
O 11.5596 14.3858 9.7136 0.651 0.471 -0.266
O 11.0648 12.5610 11.3271 1.345 -0.910 -0.591
O 13.1711 13.9913 11.7569 -0.710 -0.482 -1.182
N 13.7466 7.1508 14.0069 -0.631 1.394 1.347
N 12.9375 8.3737 12.3987 1.030 -0.565 -0.602
N 16.9281 13.2244 14.1452 -1.159 -0.666 0.017
C 17.1031 13.4646 12.8050 0.768 0.427 -1.575
C 20.4162 12.9424 15.1966 0.566 0.318 0.795
C 16.7529 14.7395 12.3081 -0.683 0.411 0.913
C 9.2760 14.9084 16.8853 -0.985 -1.079 -1.943
C 13.5206 11.6311 20.7177 -0.651 1.994 -0.322
C 8.3510 15.8843 17.0891 -1.329 0.844 1.201
C 17.5829 14.3658 8.6078 -0.699 -2.858 -0.573
C 16.2155 13.7918 18.2835 0.081 1.573 1.463
C 16.8733 13.6215 19.6552 0.477 -1.479 0.231
C 17.6403 12.5282 11.8578 -0.232 0.114 0.291
C 8.4230 16.8139 18.1369 0.904 -1.217 -0.229
C 19.3311 12.9863 14.3892 -0.777 -0.091 -1.991
C 15.6575 9.6832 17.2406 0.602 -1.036 0.991
C 13.5391 7.2256 11.8044 -1.237 0.850 0.693
C 13.5387 13.0369 20.6759 0.940 1.367 -0.364
C 10.5434 15.8766 18.6159 0.626 -0.089 1.036
C 17.7689 12.8668 10.5228 -0.149 -0.424 0.315
C 16.1262 15.8199 13.1883 0.649 0.764 0.539
C 12.9857 10.9621 19.6307 -1.000 0.440 0.385
C 13.9717 6.4799 12.8608 -0.435 0.942 -2.008
C 13.0805 13.7778 19.5234 0.860 -0.500 2.474
C 17.9824 12.9011 14.8679 1.097 -0.132 2.210
C 17.4525 14.1496 10.1173 -0.225 0.648 -2.521
C 17.2702 10.4345 18.9203 1.078 -1.070 -0.295
C 17.9940 11.1301 12.2214 -0.479 -0.583 2.325
C 16.1268 10.8774 18.0810 -0.915 -0.222 -0.745
C 10.4171 14.9376 17.5820 2.812 0.211 0.962
C 16.8004 15.1198 17.7280 -1.702 -0.313 -0.887
C 13.1521 8.3511 13.7349 -0.716 0.072 -1.346
C 13.9610 6.7056 15.3568 -0.333 0.238 0.717
C 12.4384 11.6742 18.5829 0.194 0.338 -0.504
C 16.9355 15.1141 10.9824 0.657 -1.660 0.446
C 19.0498 12.4665 17.1167 -0.861 0.485 -0.787
C 9.5312 16.7525 18.9942 -0.520 -0.042 -0.669
C 20.3130 12.7197 16.5630 1.545 0.063 2.508
C 17.8743 12.5913 16.3127 1.146 -0.566 -0.466
C 21.5939 12.8739 17.5349 -0.861 0.310 -1.683
C 12.5113 13.0809 18.5109 -0.839 -1.007 -2.064
H 13.1555 6.0376 15.7465 0.592 0.250 -0.547
H 16.1219 15.4100 16.8908 0.912 -0.083 0.157
H 13.7520 11.1103 21.6154 0.580 -0.324 0.510
H 17.0395 9.4774 19.4094 -0.076 0.118 0.019
H 16.5534 16.7621 12.8385 0.073 0.172 0.067
H 15.3696 11.9930 9.7959 1.177 0.754 -0.156
H 15.1764 14.0662 18.5655 0.377 -0.594 -0.676
H 16.7301 15.9609 18.4380 0.167 -0.521 0.054
H 12.7937 9.9135 19.7114 0.244 -0.620 -0.243
H 13.4362 7.0332 10.7340 0.374 0.203 0.619
H 14.9490 6.2679 15.4758 -0.020 -0.217 -0.061
H 17.6019 15.3203 8.2443 0.307 2.951 -0.349
H 19.0523 10.9662 12.5517 -0.710 0.219 -0.577
H 15.2727 11.0442 18.7626 0.330 0.418 -0.333
H 16.8161 14.5123 20.2189 0.187 1.536 0.334
H 7.4484 15.7976 16.5370 -0.726 0.355 -0.598
H 10.5671 13.0368 11.9731 -0.352 0.663 0.657
H 15.4997 8.8381 17.9414 -0.276 0.290 -0.089
H 16.3916 12.9551 20.3384 -0.967 -0.962 0.106
H 16.2592 15.8479 14.2908 0.291 -0.739 -0.704
H 17.3917 10.8655 13.1426 0.560 0.051 -0.876
H 18.4411 13.8400 8.1550 0.055 0.215 0.557
H 22.5742 12.8909 17.0193 -0.634 0.096 -0.240
H 17.8082 14.9296 17.4083 0.516 0.355 -0.303
H 15.0696 15.9808 13.0341 -0.610 -0.438 -0.289
H 17.4849 11.1426 19.6750 0.453 0.660 0.865
H 13.9172 7.6124 15.9671 0.069 -0.131 0.037
H 21.3873 13.2020 14.7976 0.187 -0.232 -0.189
H 17.6797 10.4546 11.4374 0.209 -0.236 -0.233
H 19.4844 13.1029 13.2841 -0.115 0.183 1.289
H 18.8854 12.2481 18.1966 0.537 0.308 -1.043
H 11.4452 15.9139 19.2273 -0.112 -0.168 -0.308
H 16.3618 9.2353 16.5478 0.592 0.505 -0.352
H 11.9692 11.1388 17.7666 -0.003 0.034 -0.066
H 13.1817 14.8686 19.4889 0.112 -0.529 0.034
H 18.1826 10.2532 18.3247 -0.341 0.097 0.182
H 18.0472 12.0548 9.7891 -0.168 1.189 0.792
H 9.5773 17.3499 19.9206 0.202 -0.228 -0.721
H 21.5731 13.7643 18.1686 -0.295 0.191 -0.237
H 14.5302 5.6152 12.8856 0.844 -1.818 -0.148
H 14.7585 9.8403 16.7088 -1.081 0.385 -0.567
H 9.1239 14.1281 16.1068 0.123 0.750 0.602
H 16.7007 16.1354 10.7462 -0.066 0.116 -0.647
H 12.6314 9.2701 11.9467 0.557 -1.354 0.066
H 16.7500 13.9390 7.9719 0.288 0.072 1.148
H 7.6148 17.4829 18.2882 -0.592 0.584 0.207
H 21.6877 12.0658 18.2142 -0.221 -1.083 0.701
H 17.8946 13.2399 19.7261 0.250 0.482 -0.608
H 14.0776 13.6622 21.4531 -0.909 -1.055 -0.673
```
Forces are in eV/Å.

Results
Molecular weight: 1111.04 g mol⁻¹
Multiplicity: 1
Charge: -2
E_HOMO: -2.02 eV
Orbital gap: 5.90 eV



(2)
# C38H49ClLuN3O5Si

C38H49ClLuN3O5Si as an isolated structure in a non-equilibrium geometry (ωB97M-V/def2-TZVPD, OMol25).

Structure (XYZ):
```
98
Properties=species:S:1:pos:R:3:forces:R:3
Lu 0.3505 0.1501 0.4237 -0.446 -0.844 0.582
Cl 1.5308 -1.8828 -0.4621 0.215 -0.144 -0.276
Si 2.9737 1.1993 2.6748 -0.192 -0.727 0.305
O -0.8560 1.8570 -0.4271 -1.405 0.833 0.436
O -0.9584 0.5807 2.3459 -0.971 -0.367 0.916
O -1.5106 -1.0296 0.3083 1.123 1.392 0.871
O 1.8398 1.3411 -0.9647 1.553 -0.089 -0.866
O 1.7523 0.3646 2.0255 0.396 0.424 0.113
N -1.2489 -1.2857 3.6269 -0.284 0.471 0.060
N 4.0974 1.7716 -1.2537 -0.114 0.207 -0.181
N -2.6788 3.2477 -0.3108 0.343 -0.025 -0.055
C -1.4959 -5.1257 1.0569 -0.099 0.058 -0.210
C 2.2302 2.9998 2.5768 0.313 0.013 -0.656
C 3.5954 1.4416 4.4302 -0.169 -0.141 0.477
C 0.1409 -1.3196 4.0829 0.030 -0.266 -0.229
C -2.2115 4.1721 -1.3436 -0.112 0.106 0.118
C -1.3665 -3.7987 0.6392 -0.062 -0.117 0.123
C 2.9906 1.0379 -1.3966 -0.915 0.124 0.780
C 3.4819 1.4267 6.8422 0.029 -0.131 -0.040
C -2.0966 -2.4190 3.9793 -0.107 0.115 0.196
C 4.4672 0.0264 2.2173 -0.235 0.233 -0.361
C 6.2966 -1.5049 2.7890 -0.350 0.267 -0.004
C 1.6424 3.4222 1.3763 -0.340 0.425 -0.129
C 0.7700 4.5150 1.3286 0.185 -0.048 0.209
C 5.4185 1.1804 -1.4635 -0.049 0.057 -0.376
C -1.7019 -0.2861 2.8645 0.804 -0.230 -0.569
C -2.5957 -5.8874 0.6512 0.039 0.158 0.037
C -2.3771 -3.2086 -0.1163 -0.015 0.171 -0.311
C -3.4857 -3.9567 -0.5078 0.194 -0.275 0.131
C 5.2274 2.7059 5.7457 -0.288 -0.321 -0.325
C 6.2553 -2.0735 1.5167 -0.093 0.191 -0.137
C -3.5818 -5.3011 -0.1500 0.011 0.069 0.029
C 2.9946 0.9792 5.5992 0.667 0.615 0.430
C -0.9255 -2.4537 -4.1381 0.348 0.102 -0.275
C 1.0597 4.8437 3.6961 0.096 -0.278 -0.525
C -2.3000 -1.7426 -0.5308 0.192 0.050 -0.996
C -1.2419 -2.4634 -2.6818 -0.328 0.114 0.222
C 4.3729 -0.6419 0.9956 0.273 -0.240 -0.334
C 5.2838 -1.6298 0.6157 -0.037 0.021 0.297
C 5.4136 -0.4677 3.1331 0.395 -0.053 -0.077
C -3.8909 3.6123 0.4140 0.080 0.010 -0.094
C 4.7421 2.2666 4.5087 -0.346 -0.023 0.660
C -1.9734 2.1800 0.0588 0.662 -0.262 -0.336
C 1.9331 3.7470 3.7277 -0.075 0.233 0.155
C -1.8793 -1.4997 -2.0101 -0.355 -1.628 0.439
C 0.4736 5.2339 2.4916 0.033 -0.245 -0.082
C 4.1354 3.1708 -0.8214 0.026 -0.142 0.206
C -2.3430 -0.2246 -2.6330 0.110 0.301 -0.294
C 4.5788 2.2936 6.9183 -0.114 -0.099 -0.103
H -3.2057 0.1824 -2.0952 0.036 -0.027 -0.114
H -2.6047 -0.3807 -3.6868 -0.150 0.127 0.259
H -2.2923 -2.4372 5.0617 0.067 0.033 -0.228
H 5.4696 -0.0706 4.1503 0.036 -0.101 -0.465
H 4.7854 3.7323 -1.5001 -0.110 -0.146 -0.040
H -1.5979 -3.3595 3.7056 -0.205 0.306 -0.102
H 0.7764 -1.8055 3.3220 -0.098 0.261 0.357
H -0.7175 -5.5570 1.6864 -0.170 -0.035 -0.194
H -3.3444 -1.3641 -0.4932 -0.061 -0.093 0.069
H 0.1430 -2.6399 -4.2848 -0.020 0.027 -0.086
H 4.9471 2.6411 7.8894 -0.205 -0.174 -0.353
H 3.1444 0.0745 -1.9087 -0.031 0.139 0.274
H 1.8473 2.8980 0.4382 -0.280 0.098 0.617
H 0.8274 5.3762 4.6116 0.068 -0.021 -0.039
H 5.9471 1.7382 -2.2468 -0.091 -0.151 0.071
H 2.9967 1.0861 7.7596 0.176 0.121 -0.209
H 6.9519 -2.8676 1.2332 -0.224 0.283 0.117
H -4.1262 2.8155 1.1249 -0.057 0.204 -0.130
H -4.2535 -3.4645 -1.1131 0.170 -0.279 0.176
H -2.7991 -0.3092 2.7091 0.425 0.074 -0.041
H -1.8054 5.0871 -0.8869 -0.038 -0.268 -0.068
H 3.1425 3.6183 -0.8205 0.175 -0.177 -0.053
H 2.1545 0.2844 5.5450 0.176 0.285 0.133
H 0.5062 -0.3038 4.2704 -0.166 -0.293 -0.255
H -0.9429 -3.3746 -2.1549 -0.193 0.289 -0.071
H 6.0145 1.2404 -0.5415 -0.322 -0.121 -0.165
H -4.7192 3.7463 -0.2912 0.110 -0.105 0.151
H -1.4563 -3.2630 -4.6593 0.058 0.157 0.101
H 0.1628 -1.9022 5.0125 0.056 0.125 -0.215
H -3.0755 4.4655 -1.9539 0.262 -0.148 0.024
H 2.3657 3.4871 4.6951 -0.119 -0.006 -0.336
H 4.5772 3.2483 0.1815 -0.240 -0.054 -0.116
H 5.2048 -2.0605 -0.3794 -0.033 -0.139 0.179
H 7.0074 -1.8606 3.5335 -0.130 0.038 -0.169
H -2.4549 1.5719 0.8422 0.313 0.096 -0.253
H -2.6827 -6.9317 0.9589 0.005 0.311 -0.113
H -3.0492 -2.3365 3.4445 0.258 -0.149 0.073
H -1.5578 0.5383 -2.6268 -0.044 0.050 0.085
H -4.4301 -5.8896 -0.4963 0.143 0.069 0.142
H -0.4695 -3.2218 0.8805 -0.401 -0.136 -0.023
H 5.3082 0.1319 -1.7576 0.107 0.261 0.103
H 5.2560 2.5667 3.5899 -0.192 0.012 0.243
H 0.3195 4.7969 0.3760 0.108 -0.021 0.192
H -3.7486 4.5546 0.9603 0.033 -0.222 -0.094
H -0.2199 6.0765 2.4529 0.213 -0.206 0.049
H 6.1024 3.3591 5.7862 -0.273 -0.215 0.056
H 3.5198 -0.4593 0.3407 0.433 0.033 0.254
H -1.1674 -1.5023 -4.6242 0.047 -0.234 0.048
H -1.4420 3.6971 -1.9598 -0.237 0.056 0.212
```
Forces are in eV/Å.

Results
Molecular weight: 866.33 g mol⁻¹
Multiplicity: 1
Charge: 0
E_HOMO: -7.73 eV
Orbital gap: 8.06 eV